[1]
{
  "formula": "C10H40Fe2N20O14P",
  "method": "wB97M-V/def2-TZVPD",
  "elements": ["H", "O", "O", "H", "C", "C", "N", "H", "H", "H", "N", "N", "N", "H", "H", "H", "H", "H", "O", "H", "O", "N", "N", "Fe", "H", "H", "N", "C", "H", "C", "H", "N", "N", "O", "N", "H", "O", "O", "N", "N", "O", "H", "N", "N", "H", "H", "H", "O", "H", "H", "N", "P", "H", "C", "O", "N", "C", "N", "H", "C", "H", "H", "H", "N", "C", "H", "H", "Fe", "N", "H", "C", "C", "N", "H", "H", "H", "H", "H", "H", "O", "H", "H", "O", "H", "H", "O", "O"],
  "coordinates": [[-4.501, -0.235, 1.188], [-3.260, -1.988, -1.108], [0.759, 3.945, -3.932], [-1.528, 4.781, 2.105], [-0.456, -4.070, 1.493], [-3.667, 0.415, -4.122], [1.441, 2.650, -2.224], [3.781, 2.354, 0.340], [-3.173, 2.873, -0.199], [4.085, 0.169, 3.218], [2.036, 4.356, 2.028], [-0.176, 1.869, -3.538], [0.224, -3.867, 0.372], [4.830, 2.052, -2.384], [-0.294, 1.168, 5.842], [1.997, -3.177, 2.761], [3.267, 1.324, -2.284], [1.264, 4.512, 2.651], [-0.965, -0.426, 0.844], [-6.150, -1.603, 0.166], [-0.255, -1.729, -1.282], [-0.972, 0.449, 5.645], [-4.824, 0.430, -4.766], [0.459, 0.581, 1.550], [-2.013, -3.520, 2.620], [-1.814, 1.835, -0.533], [-2.116, -0.917, 4.371], [2.827, -1.293, 2.926], [2.010, 3.473, -2.089], [-1.591, 3.035, 1.087], [0.445, -3.821, -2.747], [-3.303, 1.638, -3.701], [3.874, -0.485, -0.715], [-3.162, -0.614, -3.629], [4.214, 1.390, -1.945], [-2.853, -0.456, 0.547], [-1.396, 0.270, -1.591], [2.071, -0.606, 2.250], [-3.818, -0.748, 0.660], [-1.482, -3.280, 1.802], [5.901, -0.075, -1.547], [-5.232, -0.412, -5.138], [3.519, 3.219, 0.786], [1.286, -4.129, -3.207], [1.212, 1.864, -1.633], [-2.222, -1.493, 3.551], [-1.773, -2.424, 1.360], [-0.627, 2.431, 1.585], [4.344, -1.282, -0.314], [-5.305, 1.285, -4.980], [2.728, -2.627, 3.187], [-0.422, -0.357, -0.590], [4.074, 4.053, 0.724], [0.597, 2.953, -3.247], [0.940, 0.362, -0.340], [-2.252, 2.547, 0.030], [-0.988, -0.110, 4.427], [3.966, -0.802, 3.469], [-0.722, 1.783, -4.378], [2.458, 3.142, 1.644], [3.102, 0.034, -0.296], [-2.786, 4.694, 0.979], [-2.356, -1.256, 5.283], [-5.420, -2.050, -0.359], [4.754, 0.314, -1.349], [4.801, -1.327, 3.657], [-5.603, -2.644, -1.152], [-1.749, -1.435, -2.526], [2.180, -2.706, -1.684], [3.190, -2.833, 4.056], [2.392, -3.560, -2.700], [-4.151, -1.634, -0.303], [-1.948, 4.276, 1.341], [-1.508, 0.102, 6.417], [2.957, -2.197, -1.294], [1.283, -4.893, -3.856], [1.185, -4.126, 0.233], [-0.385, 1.182, -2.808], [2.571, 5.157, 1.741], [3.521, -3.959, -2.991], [1.240, -2.338, -1.547], [-0.081, -3.049, -0.168], [-0.070, -4.880, 2.353], [-3.733, 2.432, -4.147], [-2.349, 1.734, -3.380], [-0.251, 0.234, 3.516], [1.916, 2.064, 1.922]],
  "mulliken_spin": [-0.001, 0.022, 0.000, -0.001, 0.000, 0.006, 0.001, 0.000, 0.000, 0.000, 0.003, -0.001, -0.002, 0.000, 0.000, -0.001, 0.000, 0.000, 0.111, 0.001, 0.033, 0.000, 0.005, 3.719, 0.000, 0.019, 0.000, 0.003, 0.000, -0.003, 0.002, 0.004, 0.001, 0.038, 0.000, 0.013, 0.015, 0.018, 0.000, 0.000, 0.000, 0.000, 0.003, -0.001, -0.003, 0.000, 0.000, 0.029, 0.000, 0.000, -0.001, -0.067, 0.000, -0.001, 0.101, 0.000, 0.007, 0.001, 0.002, 0.010, -0.001, 0.000, 0.000, 0.003, 0.000, 0.000, 0.000, 3.814, -0.003, 0.000, -0.001, 0.005, 0.000, 0.000, 0.000, 0.000, 0.000, 0.011, 0.000, 0.001, 0.018, 0.013, 0.000, 0.001, 0.001, 0.022, 0.028],
  "s_squared": 20.015,
  "total_charge": 1,
  "homo_lumo_gap_ev": [8.0, 6.7],
  "multiplicity": 9
}


[2]
{
  "formula": "C9H10CuN3O2S2Se3Te",
  "method": "wB97M-V/def2-TZVPD",
  "elements": ["H", "Cu", "Se", "C", "C", "N", "H", "H", "Se", "O", "N", "C", "O", "C", "H", "N", "C", "H", "C", "S", "S", "C", "H", "H", "Se", "H", "C", "H", "Te", "H", "C"],
  "coordinates": [[-2.359, -1.110, -0.893], [-0.229, -0.798, 0.446], [-3.641, -3.269, 1.931], [3.976, -1.234, 0.679], [2.864, -0.022, -1.097], [1.639, -1.183, 0.697], [-2.722, -0.641, 0.636], [-3.431, 2.794, -1.841], [-4.813, -3.761, 0.131], [-2.123, 3.093, -0.245], [-2.075, -0.469, -0.160], [5.217, -0.922, 0.148], [-0.527, 1.695, 0.380], [1.853, -1.902, 1.791], [6.124, -1.267, 0.629], [-2.420, 0.841, -0.596], [2.792, -0.792, 0.063], [-3.433, 0.960, -0.503], [-3.392, 3.287, -0.869], [0.646, -2.508, 2.786], [3.570, -2.158, 2.098], [4.105, 0.287, -1.620], [-3.491, 4.361, -0.998], [6.238, 0.096, -1.432], [-4.231, -1.017, 2.549], [4.169, 0.888, -2.518], [5.276, -0.158, -1.006], [-4.200, 2.920, -0.232], [-5.709, -0.191, 0.715], [1.950, 0.328, -1.560], [-1.620, 1.852, -0.108]],
  "mulliken_spin": [0.001, 0.001, 0.358, 0.000, 0.000, 0.000, -0.003, 0.000, 0.515, 0.000, 0.002, 0.000, 0.000, 0.001, 0.000, 0.000, 0.000, 0.007, 0.002, 0.002, 0.000, 0.000, 0.000, 0.000, 0.078, 0.000, 0.000, -0.001, 0.038, 0.000, -0.002],
  "s_squared": 0.756,
  "total_charge": -1,
  "homo_lumo_gap_ev": [6.5, 5.4],
  "multiplicity": 2
}


[3]
{
  "formula": "C8H7NO2",
  "method": "wB97M-V/def2-TZVPD",
  "elements": ["C", "C", "C", "O", "N", "H", "C", "H", "C", "H", "C", "H", "H", "H", "H", "O", "C", "C"],
  "coordinates": [[1.063, 0.372, -0.227], [-1.554, -0.150, 0.396], [-1.037, 1.209, 0.463], [0.829, -2.917, -1.038], [1.400, -1.842, -0.689], [-0.497, 3.888, 1.451], [-0.802, -1.253, 0.299], [-2.608, -0.457, 0.483], [0.512, -0.886, -0.191], [2.149, 0.430, -0.617], [0.188, 1.460, 0.049], [-0.911, -2.305, 0.489], [0.455, 2.507, 0.129], [-2.208, 4.244, 1.233], [-3.059, 2.183, 0.469], [2.679, -1.659, -0.721], [-1.584, 3.495, 1.004], [-1.984, 2.252, 0.749]],
  "mulliken_charge": [-0.391, -0.572, 1.021, -0.543, 0.846, 0.163, -0.589, 0.305, 0.394, 0.344, -0.636, 0.420, 0.266, 0.367, 0.243, -0.568, -0.828, -0.241],
  "smiles": "C=Cc1ccc([N+](=O)[O-])cc1",
  "homo_lumo_gap_ev": 8.3,
  "multiplicity": 1
}


no.,energy (a.u.),M (g mol⁻¹)
1,-5422.74332,807.22
2,-10573.03144,684.36
3,-514.08433,149.15